Record 1
The following is a quantum chemistry calculation of 3 unconnected molecules or ions with the total composition C6H16BrO2, from the Open Molecules 2025 dataset.

The HOMO energy is -4.43 eV. The calculation puts the energy above the lowest of the compared OMol25 structures with the same formula, charge and spin at 0.00 kJ/mol.

Structure (ORCA input):
```
! RIJCOSX wB97M-V def2-TZVPD def2/J DEFGRID3
* xyz -1 1
H -5.5183 -0.1345 8.4800
C -7.4491 2.3621 8.8053
H -3.8726 -0.4865 7.8753
C -9.1201 2.8998 10.6287
H -9.0623 3.9275 10.3485
H -10.0782 2.7695 11.0473
C -5.4490 -0.4025 6.3274
H -5.0253 -1.7117 7.9936
Br -8.5029 1.9089 5.3981
H -8.9859 1.0797 9.5341
C -8.8254 2.1350 9.3530
C -4.9477 -0.6875 7.7475
H -7.3227 1.6643 8.0336
H -6.7085 2.1456 9.5443
O -9.7895 2.5222 8.3350
H -4.6122 -2.1670 5.4114
O -6.8066 -0.9679 6.1185
H -8.3575 2.6490 11.3975
H -7.3500 -0.2105 5.7959
H -9.6218 1.9834 7.5443
H -3.5822 -0.8093 5.3005
H -7.2897 3.3944 8.4064
H -5.6530 0.6807 6.0855
C -4.6158 -1.0852 5.2923
H -4.9682 -0.9307 4.2751
*
```

Atom charges from the natural (NBO) analysis, given in e for atoms 1 to 4: H 0.216; C -0.632; H 0.192; C -0.615

***

Record 2
The following is a quantum chemistry calculation of a molecular structure, C6H16CaClNOSi, from the Open Molecules 2025 dataset.

The HOMO energy is -13.88 eV. The calculation puts the energy above the lowest of the compared OMol25 structures with the same formula, charge and spin at 338.46 kJ/mol.

Structure (ORCA input):
```
! RIJCOSX wB97M-V def2-TZVPD def2/J DEFGRID3
* xyz 2 1
Si 0.5949 -0.0501 -0.6738
H -1.1024 -0.4864 2.3103
H -2.9347 -0.9426 2.2229
C 1.5608 -0.8450 -2.1885
C -2.6142 1.3129 1.9565
H -3.8044 1.3886 1.9082
H 4.1165 -0.6992 -1.3896
H -2.1141 2.0700 1.1852
C -2.2248 1.6816 3.5372
C 3.9097 -0.5533 -2.5466
H 0.7054 -1.1307 -2.9697
H 4.0046 -1.5910 -3.1004
C -1.9934 -0.6462 0.1135
H 1.5832 0.0951 0.3862
Ca 6.1933 -0.4814 -3.7455
O 2.5796 0.0557 -2.7491
H -2.6091 2.7769 3.7761
C -2.1067 -0.2400 1.7285
N -0.6474 -1.2521 -0.2022
H 2.0242 -1.8475 -1.7409
H -2.7913 -1.5212 -0.0342
H -2.7859 0.9531 4.2717
H -2.3367 0.2186 -0.5949
H 4.7319 0.1702 -2.9904
Cl -0.1244 1.9020 -1.1488
H -0.7735 -1.9545 -0.9684
H -1.0411 1.6165 3.6467
*
```

Atom charges from the natural (NBO) analysis, given in e for atoms 1 to 4: Si 1.487; H 0.217; H 0.231; C -0.555

***

Record 3
The following is a quantum chemistry calculation of 2 unconnected molecules or ions with the total composition C6H16Cl2N2P, from the Open Molecules 2025 dataset.

The HOMO energy is -12.65 eV.

Structure (ORCA input):
```
! RIJCOSX wB97M-V def2-TZVPD def2/J DEFGRID3
* xyz 1 1
N 0.0347 0.2635 -0.6682
C 0.8984 -0.0954 -1.8292
H -2.3626 0.5304 2.1073
P 3.1039 -1.1402 -0.7444
H -4.0319 1.0753 2.3226
H -1.3777 -1.2158 -0.1477
H 3.4313 0.6302 0.4777
H 1.4781 -2.1017 -2.3935
N 2.8168 -0.1727 0.4605
H -0.8258 0.7135 -0.9797
H 0.3297 -0.0714 -2.7513
H 0.5252 0.8677 -0.0094
C -0.3380 -1.0067 0.0659
C 1.4983 -1.4694 -1.5116
H 1.2625 -2.3204 0.4793
H 3.9812 -0.6673 -1.7265
Cl -1.0799 2.9002 1.0737
H -0.2287 -0.8098 1.1259
C -2.6542 2.6507 1.8867
Cl -3.4786 0.8046 0.0491
H -2.5246 2.9008 2.9369
H -3.3541 3.3474 1.4356
H 1.6722 0.6656 -1.8869
C -3.1185 1.2257 1.7521
C 0.6339 -2.0912 -0.3776
H 3.5641 -2.4216 -0.4220
H 0.1447 -2.9917 -0.7255
*
```

Atom charges from the natural (NBO) analysis, given in e for atoms 1 to 4: N -0.514; C -0.228; H 0.216; P 1.351

***

Record 4
The following is a quantum chemistry calculation of a molecular structure, C6H16ClIO2PRu, from the Open Molecules 2025 dataset.

The HOMO energy (spin up / spin down) is -16.50 / -16.70 eV. The expectation value of S² is 8.80.

Structure (ORCA input):
```
! RIJCOSX wB97M-V def2-TZVPD def2/J DEFGRID3
* xyz 2 6
C -1.1576 0.2397 -2.3013
H -0.5567 -2.6856 -1.1630
O 0.2725 1.0202 2.1818
H -2.8056 -0.1557 1.0689
H -1.6341 -2.5503 0.3025
C -2.6257 0.2588 0.0596
P -1.1098 -0.4250 -0.6213
C 0.2739 2.4150 0.2393
H -1.1913 1.3406 -2.2207
I -1.5350 1.8013 3.3564
Ru 1.0686 -0.7710 -0.2178
C 3.5063 -1.0672 1.4129
H -2.5589 1.3631 0.1090
C 0.1823 1.0154 0.9296
H 1.0813 3.0966 0.6139
H 0.7000 2.1483 -0.7882
H -3.4420 -0.0276 -0.6165
H 3.4898 -1.8031 0.6212
H -2.3261 -2.3397 -1.3168
O 2.7204 0.1138 0.9319
H 3.0984 -1.4094 2.3849
H 4.4811 -0.5781 1.6071
H 2.3538 0.6183 1.6263
Cl 2.1326 -2.0990 -1.8439
H -0.6400 2.9308 -0.0509
C -1.4311 -2.1977 -0.7139
H -0.2580 -0.1296 -2.8186
H -2.0893 -0.1228 -2.7723
*
```

Atom charges from the natural (NBO) analysis, given in e for atoms 1 to 4: C -0.968; H 0.285; O -0.641; H 0.257

***

Record 5
The following is a quantum chemistry calculation of a molecular structure, C6H16CsO2, from the Open Molecules 2025 dataset.

The HOMO energy is -13.37 eV. The calculation puts the energy above the lowest of the compared OMol25 structures with the same formula, charge and spin at 78.53 kJ/mol.

Structure (ORCA input):
```
! RIJCOSX wB97M-V def2-TZVPD def2/J DEFGRID3
* xyz 1 1
H 2.3123 2.4705 3.6615
Cs -1.6684 0.7978 1.5030
O 1.0050 1.7210 0.5940
H 1.4779 0.9893 3.1726
H -0.9714 1.4918 -1.1136
H -1.3267 -2.8406 1.0242
H -0.9695 -0.9631 -3.0462
C 1.5888 2.0529 2.9614
H 0.6480 2.5758 3.1335
C -1.3076 -3.3330 0.0519
C -1.1922 1.0136 -2.0679
H -0.9811 -4.3728 0.0663
H -2.2678 1.1762 -2.1362
C -0.4873 -2.4800 -0.9440
H 1.3204 1.5770 -0.3012
C -0.6862 -0.4437 -2.1307
H 2.1689 3.2976 1.3619
C 2.0321 2.2268 1.5130
H 3.0147 1.7767 1.3713
O -1.0972 -1.1817 -0.9963
H -0.6881 1.6821 -2.7659
H -0.5235 -2.9983 -1.9021
H -2.3439 -3.3606 -0.2848
H 0.5408 -2.4908 -0.5821
H 0.4021 -0.3844 -2.1436
*
```

Atom charges from the natural (NBO) analysis, given in e for atoms 1 to 4: H 0.248; Cs 0.982; O -0.799; H 0.203

***

Record 6
The following is a quantum chemistry calculation of a molecular structure, C6H16F7NO8S2V, from the Open Molecules 2025 dataset.

The HOMO energy (spin up / spin down) is -7.80 / -10.45 eV. The expectation value of S² is 3.75. The calculation puts the energy above the lowest of the compared OMol25 structures with the same formula, charge and spin at 0.00 kJ/mol.

Structure (ORCA input):
```
! RIJCOSX wB97M-V def2-TZVPD def2/J DEFGRID3
* xyz 0 4
C 3.2399 0.7768 0.9868
H 2.9070 -1.0918 0.4750
O -1.9189 -1.9814 -0.9708
C -1.8657 1.5645 -2.1576
S -0.6584 -0.1696 2.2773
O 2.5301 -0.2365 0.2548
C 0.2627 3.1214 0.3465
F 1.6150 0.4702 -2.5764
F -4.3656 -0.7516 1.3875
O -1.9031 -0.1744 2.9578
H 2.9423 0.7329 2.0364
H 0.6889 2.8364 1.3042
O -1.2466 0.2697 -2.3001
O -2.3379 -2.4947 1.3716
H 4.3153 0.6413 0.8807
N -0.7580 -0.5219 0.7024
F 1.7019 -1.3004 2.7208
H -2.9310 1.5465 -2.3816
H 0.2454 -2.8567 -1.0887
C 1.8785 -2.4373 -2.1130
O 0.2044 0.9664 2.4432
V 0.5100 0.0047 -0.9306
S -2.0681 -1.5103 0.3709
H 2.9584 1.7537 0.6081
H -0.8086 2.9120 0.4395
H -1.6361 -0.1801 -3.0514
F -3.2323 0.9041 0.5163
H 1.5451 2.8317 -1.1319
F 0.0789 -2.7112 2.4760
H 0.2797 4.2074 0.2159
H 1.3708 -2.4532 -3.0847
H -1.7588 1.8793 -1.1255
H -1.3289 2.2785 -2.7833
O 0.7796 2.3869 -0.7588
H 2.6133 -1.6484 -2.2397
C -3.5772 -0.3784 0.4287
F -4.2187 -0.5146 -0.7438
F 0.2427 -1.5720 4.3061
H 2.3663 -3.4051 -1.9798
O 0.9268 -2.1757 -1.0873
C 0.4107 -1.5191 2.9988
*
```

Atom charges from the natural (NBO) analysis, given in e for atoms 1 to 4: C -0.238; H 0.492; O -0.920; C -0.242

***

Record 7
The following is a quantum chemistry calculation of a molecular structure, C6H16FeN3, from the Open Molecules 2025 dataset.

The HOMO energy (spin up / spin down) is 0.77 / -0.62 eV. The expectation value of S² is 6.28.

Structure (ORCA input):
```
! RIJCOSX wB97M-V def2-TZVPD def2/J DEFGRID3
* xyz -1 5
C -1.1425 2.1765 3.2967
C -0.3705 1.8313 2.0856
H 2.6522 2.3908 -0.7069
C -0.9168 -2.1849 -4.5389
C 1.2213 1.3662 0.5441
C 0.9675 2.0528 1.7309
H -1.8787 0.8717 0.9847
H 3.3027 1.0721 0.2779
C 2.4257 1.3859 -0.3097
H 2.3292 0.7028 -1.1674
N -0.8911 1.0746 1.1213
H -1.3444 3.2564 3.3374
N -0.5868 -2.6730 0.6931
H -0.8818 -1.5742 -3.6294
N 0.0835 0.6579 0.2300
H -1.3608 -2.4873 1.3374
H -0.2893 -3.0609 -4.3512
H -1.9383 -2.4999 -4.7687
H 0.7663 -1.4829 -1.6074
H -2.0977 1.6320 3.3170
H 1.6852 2.6252 2.2947
H -0.5755 1.9168 4.2040
H -0.4528 -1.5437 -5.2663
H -0.9195 -3.3363 -0.0106
Fe 0.0544 -1.0178 -0.3159
H 0.1585 -3.1519 1.2177
*
```

Atom charges from the natural (NBO) analysis, given in e for atoms 1 to 4: C -0.627; C 0.009; H 0.195; C -0.871

***

Record 8
The following is a quantum chemistry calculation of a molecular structure, C6H16InNO10PS, from the Open Molecules 2025 dataset.

The HOMO energy is 1.68 eV. The calculation puts the energy above the lowest of the compared OMol25 structures with the same formula, charge and spin at 80.02 kJ/mol.

Structure (ORCA input):
```
! RIJCOSX wB97M-V def2-TZVPD def2/J DEFGRID3
* xyz -3 1
C 1.7091 2.7467 2.4031
H -4.3843 -0.9414 0.3782
H 1.7586 0.6965 1.7745
In 0.6987 -0.5757 -0.9147
H -0.0644 0.8260 3.4528
O 1.9462 1.5370 -2.3247
O 2.1321 0.7086 -4.6070
H -3.5859 -2.4613 0.9176
O 3.5511 -1.0140 -0.9632
N 0.7586 1.7479 0.2921
H -2.3532 -0.4650 2.7342
H 2.0496 2.5086 3.4266
C 1.0646 1.5434 1.7208
H -0.9082 -1.4487 3.1239
H 2.5749 3.1173 1.8567
H -3.4016 -1.0050 -1.7221
O -0.0117 0.6595 -3.4109
H -1.7251 -1.6872 1.5480
C -0.2236 1.0835 2.3879
H -5.0334 -2.5106 -0.0909
H -0.9996 1.8763 2.3773
O 4.5852 -1.7031 -3.1316
H 1.4986 2.2470 -0.2018
C -4.0876 -1.9579 0.0909
S 1.2536 1.4323 -3.6576
O 2.2294 -2.3813 -2.6093
C -1.4626 -0.9503 2.3076
H -3.5652 -2.7993 -1.8355
H -0.0494 2.3626 0.1931
O -1.8688 -2.0514 -0.9381
O 4.1423 -3.4099 -1.3782
C -3.1800 -1.9639 -1.1848
H 1.0087 3.5848 2.5384
O 0.9494 2.7956 -4.1722
O -0.6366 -0.0162 1.6487
P 3.6308 -2.1314 -2.0298
*
```

Atom charges from the natural (NBO) analysis, given in e for atoms 1 to 4: C -0.617; H 0.170; H 0.213; In 1.095

***

Record 9
The following is a quantum chemistry calculation of a single C6H16N molecule, from the Open Molecules 2025 dataset.

The HOMO energy (spin up / spin down) is -3.48 / -11.09 eV. The expectation value of S² is 0.75. The calculation puts the energy above the lowest of the compared OMol25 structures with the same formula, charge and spin at 141.94 kJ/mol.

Structure (ORCA input):
```
! RIJCOSX wB97M-V def2-TZVPD def2/J DEFGRID3
* xyz 0 2
H -1.7424 1.9757 -2.1589
C -1.2605 2.0061 -1.1779
H -0.4424 2.7096 -1.3373
H 0.6702 -0.7556 -1.3812
H -1.9531 2.4286 -0.4486
H 1.0498 0.7582 -1.8448
H -1.5159 -0.1392 -0.7090
H -0.4922 -2.1197 -0.0051
C 1.8566 -0.8826 1.1074
H -1.5268 -1.4103 1.1987
H -0.3358 -2.6782 1.6972
H 0.2209 -0.4918 2.3662
H -0.1635 -0.2188 -2.6723
C 0.3640 -0.5759 1.2814
H -0.8583 1.3096 1.2732
N 0.2209 0.1099 -1.7415
C -0.5294 -1.8345 1.0503
H 0.7176 1.3740 0.5403
C -0.1545 0.7266 0.6822
C -0.7664 0.6532 -0.7366
H 2.1333 -1.7029 1.7645
H 2.0560 -1.2708 0.0987
H 2.4518 0.0289 1.1529
*
```

Atom charges from the natural (NBO) analysis, given in e for atoms 1 to 4: H 0.229; C -0.640; H 0.221; H 0.364

***

no.,total energy (Ha)
1,-2962.78490
2,-1794.72391
3,-1609.21007
4,-1581.99536
5,-408.61186
6,-3334.34058
7,-1665.99993
8,-1974.84770
9,-292.82976